(1)
C4H10N3O2 | ωB97M-V/def2-TZVPD

Results
- HOMO-LUMO gap: 11.3 eV
- SMILES string: O[C@@H]1N[C@@H](O)[N+]12CNC2

Geometry as ORCA input:
```
! wB97M-V def2-TZVPD RIJCOSX def2/J DEFGRID3
* xyz 1 1
O 0.9106 -2.0071 0.5748
C 0.3272 -1.3084 -0.5004
N 1.4021 -0.6730 -1.1323
C 1.1951 0.5966 -0.4532
O 1.0627 1.8240 -1.1699
N -0.1605 0.1135 0.0066
C -0.5078 0.3344 1.4488
N -1.8554 0.6926 1.0745
C -1.4806 0.7595 -0.3504
H 0.5837 -2.7472 1.0520
H -0.4309 -1.7585 -1.0847
H 2.3963 -0.8468 -0.8943
H 1.8297 0.8946 0.4146
H 1.0173 1.6394 -2.1585
H -0.0322 1.2065 1.7754
H -0.3375 -0.4781 2.1418
H -2.3982 -0.1714 1.1455
H -2.0985 0.2031 -1.0835
H -1.4231 1.7264 -0.8068
*
```

(2)
C4H10N3O2 | ωB97M-V/def2-TZVPD

Results
- HOMO-LUMO gap: 8.8 eV

Geometry as ORCA input:
```
! wB97M-V def2-TZVPD RIJCOSX def2/J DEFGRID3
* xyz 1 1
C -0.5971 1.3952 -0.1049
C 3.3312 -0.6194 -0.5561
C -2.1096 -2.0025 0.3311
C -0.8382 0.1381 0.2139
N 0.6560 2.0008 0.4031
N 4.2551 -1.2672 -0.8965
N -1.9099 -0.6488 -0.1858
O -1.4514 2.3269 -0.6388
O 2.3614 -0.0149 -0.4518
H -2.0277 -2.8382 -0.3390
H -1.3718 -2.2464 1.0914
H -3.1294 -2.1553 0.6847
H -0.1363 -0.3969 0.7082
H 0.5558 2.4865 1.2427
H 1.3298 1.2371 0.4546
H 1.0513 2.6439 -0.3567
H 5.0106 -1.7614 -0.3740
H -2.6859 -0.2142 -0.6324
H -2.2939 1.9365 -0.5939
*
```

Which of them is the least stable? Correct choice: (1).

(1)
C22H28N2O5S | ωB97M-V/def2-TZVPD

Results
- HOMO-LUMO gap: 8.9 eV
- SMILES string: COc1ccc(CC(=O)Nc2cccc(S(=O)(=O)N3CCCCCC3)c2)cc1OC

Geometry as ORCA input:
```
! wB97M-V def2-TZVPD RIJCOSX def2/J DEFGRID3
* xyz 0 1
C 6.8903 -0.3444 3.1408
O 6.3266 -0.6891 1.9006
C 5.0810 -1.2655 1.8760
C 4.3263 -1.4868 3.0203
C 3.0669 -2.0608 2.9635
C 2.5265 -2.4403 1.7449
C 1.1465 -3.0229 1.6375
C 0.1479 -1.9956 1.1069
O -0.6348 -2.2359 0.2192
N 0.2478 -0.8014 1.7610
C -0.4567 0.3767 1.5211
C -0.0071 1.5548 2.1208
C -0.6633 2.7514 1.9019
C -1.7764 2.7956 1.0754
C -2.2202 1.6244 0.4966
S -3.6483 1.6247 -0.5957
O -3.9304 2.9921 -0.9358
O -4.6912 0.8482 0.0099
N -3.0896 0.8156 -1.9104
C -3.4761 -0.5446 -2.1777
C -3.9646 -0.7612 -3.6158
C -4.7347 0.4363 -4.1772
C -3.8222 1.4762 -4.8320
C -3.0562 2.3460 -3.8381
C -2.2433 1.5406 -2.8217
C -1.5875 0.4186 0.7106
C 3.2752 -2.2221 0.5986
C 4.5412 -1.6469 0.6305
O 5.1115 -1.5127 -0.5962
C 6.4323 -1.0460 -0.7577
H 6.2978 0.4177 3.6577
H 7.8725 0.0642 2.9074
H 7.0082 -1.2186 3.7891
H 4.7201 -1.2085 3.9845
H 2.5214 -2.2240 3.8820
H 1.1337 -3.8722 0.9540
H 0.7957 -3.3596 2.6157
H 1.0093 -0.7218 2.4240
H 0.8661 1.5254 2.7579
H -0.3023 3.6535 2.3722
H -2.3032 3.7132 0.8704
H -2.6390 -1.2264 -1.9690
H -4.2799 -0.7546 -1.4707
H -3.1132 -0.9725 -4.2665
H -4.6019 -1.6470 -3.6180
H -5.3116 0.9055 -3.3785
H -5.4366 0.0761 -4.9330
H -3.1144 0.9629 -5.4892
H -4.4297 2.1343 -5.4578
H -2.3795 3.0054 -4.3864
H -3.7542 2.9652 -3.2741
H -1.5747 0.8339 -3.3209
H -1.6361 2.2284 -2.2242
H -1.9672 -0.4755 0.2489
H 2.8856 -2.5014 -0.3676
H 6.5422 -0.0132 -0.4213
H 6.6200 -1.1005 -1.8300
H 7.1512 -1.6767 -0.2309
*
```

(2)
C22H28N2O5S | ωB97M-V/def2-TZVPD

Results
- HOMO-LUMO gap: 8.8 eV
- SMILES string: COc1cccc(COCCN2CCN(S(=O)(=O)c3ccc(C)cc3)CCC2=O)c1

Geometry as ORCA input:
```
! wB97M-V def2-TZVPD RIJCOSX def2/J DEFGRID3
* xyz 0 1
C 0.8963 -3.0349 -2.2854
O 2.0348 -2.0334 -2.0799
C 2.4130 -2.1318 -0.8084
C 1.8440 -2.8702 0.1674
C 2.4520 -2.7555 1.3927
C 3.4119 -2.0076 1.9125
C 3.9141 -1.1715 0.7585
C 5.0796 -0.2418 0.8089
O 4.6325 1.3454 0.7077
C 3.6528 1.7264 1.4654
C 2.5819 2.6018 0.9906
N 1.8169 1.7148 0.0433
C 0.7017 0.9685 0.6331
C -0.7812 1.5369 0.5603
N -1.2128 1.1017 -0.7889
S -1.7262 -0.3483 -1.2332
O -0.8628 -1.3696 -0.1594
O -1.8986 -1.0873 -2.3612
C -3.2821 -0.1128 -0.2583
C -4.3491 0.4205 -0.8022
C -5.4720 0.6329 -0.2644
C -5.7883 0.2727 0.8773
C -7.1076 0.5907 1.5707
C -4.8594 -0.5968 1.4728
C -3.5562 -0.7519 1.0452
C -0.4747 1.6566 -2.0832
C 0.9842 1.2158 -2.1088
C 1.8675 1.9813 -1.2705
O 2.7734 2.9509 -1.9039
C 3.4182 -1.3712 -0.6988
H 1.3273 -4.0782 -2.2257
H 0.6007 -2.9308 -3.4919
H -0.1333 -2.8319 -1.7263
H 1.1250 -3.6342 0.1045
H 2.0500 -3.1945 2.3418
H 3.8401 -1.7070 2.6267
H 5.5306 -0.2245 2.0400
H 5.9863 -0.2843 0.3225
H 3.1691 0.9522 2.0319
H 4.3594 2.3994 2.2690
H 1.9266 3.2537 1.6485
H 3.2278 3.3807 0.1812
H 0.9126 0.8950 1.7087
H 0.8067 0.0355 0.2009
H -1.1538 0.9652 1.0561
H -0.6236 2.4471 0.4251
H -3.9461 0.7600 -1.7324
H -6.3726 1.3677 -0.7702
H -7.1201 0.1601 2.4223
H -7.8874 -0.2283 1.3098
H -7.4806 1.4654 1.4156
H -5.0771 -1.0411 2.5813
H -2.8454 -1.4934 1.5039
H -0.8674 0.9533 -2.9455
H -0.5606 2.7230 -2.2769
H 1.0912 0.1081 -2.0772
H 1.2311 1.4227 -3.0971
H 3.7798 -0.4731 -1.1464
*
```

Which of them is the least stable? Correct choice: (2).

(1)
C4H11N2O | ωB97M-V/def2-TZVPD

Results
- Expectation value of S²: 0.75
- HOMO-LUMO gap (alpha / beta): 3.0 / 7.1 eV

Geometry as ORCA input:
```
! wB97M-V def2-TZVPD RIJCOSX def2/J DEFGRID3
* xyz -2 2
C 0.3554 0.4486 -0.7630
N 0.9452 -0.6912 -0.0620
C 2.1567 -0.2346 0.8698
O 3.0044 0.6407 0.3428
C -1.1693 0.2815 -1.0302
N -1.7281 0.0211 0.3293
C -3.1548 -0.3063 0.2842
H 0.3510 1.2210 0.0124
H 0.9290 0.7813 -1.6339
H 1.2978 -1.3909 -0.7034
H 1.8173 0.1251 1.8511
H 2.6286 -1.2545 1.1678
H -1.8001 1.1558 -1.2450
H -1.4104 -0.5447 -1.6889
H -1.1346 -0.6447 0.7977
H -3.4511 -1.3060 0.6413
H -3.8487 0.4756 0.7104
H -3.4888 -0.2750 -0.7752
*
```

(2)
C4H11N2O | ωB97M-V/def2-TZVPD

Results
- Expectation value of S²: 0.75
- HOMO-LUMO gap (alpha / beta): 3.1 / 7.2 eV

Geometry as ORCA input:
```
! wB97M-V def2-TZVPD RIJCOSX def2/J DEFGRID3
* xyz -2 2
C -0.1065 -0.1231 0.6915
N -0.7436 0.9695 -0.0411
C -2.0560 1.4526 0.5388
O -1.9690 2.2888 1.5658
C 0.4093 -1.2383 -0.2321
N 1.7896 -0.9646 -0.6670
C 2.4388 -2.0010 -1.4821
H 0.7604 0.2696 1.2345
H -0.7876 -0.5335 1.4378
H -0.1343 1.7776 0.0006
H -2.5863 1.8750 -0.3549
H -2.5814 0.4719 0.7440
H 0.4605 -2.2008 0.2861
H -0.2991 -1.2876 -1.0667
H 1.7669 -0.1089 -1.2073
H 3.3005 -2.4600 -0.9692
H 1.8195 -2.8780 -1.6320
H 2.7330 -1.5980 -2.4418
*
```

Which of them is the least stable? Correct choice: (1).